1.
59
Properties=species:S:1:pos:R:3 method="wB97M-V/def2-TZVPD" homo_lumo_gap_ev=5.3678 charge=+1
Ir -2.238 1.672 -2.891
O -0.079 5.005 -3.285
C -0.572 3.918 -3.227
O -1.866 3.650 -3.115
C 0.314 2.667 -3.282
C 1.680 2.586 -3.445
C 2.272 1.322 -3.468
C 1.508 0.163 -3.338
C 0.144 0.293 -3.179
N -0.369 1.525 -3.160
C -0.907 -0.813 -3.026
O -0.570 -1.961 -3.010
O -2.145 -0.359 -2.909
H 2.248 3.501 -3.548
H 3.344 1.241 -3.591
H 1.937 -0.830 -3.362
C 2.304 1.393 1.335
C 1.564 0.092 1.685
C 2.589 -0.801 2.403
C 1.174 -0.636 0.391
C 0.363 0.392 2.653
O 0.921 0.968 3.845
C -0.475 -0.829 3.115
C -1.684 -1.385 2.341
C -1.384 -2.262 1.152
C -0.659 -3.441 1.303
C -0.334 -4.228 0.210
C -0.741 -3.834 -1.057
Cl -0.319 -4.801 -2.431
C -1.489 -2.683 -1.234
C -1.810 -1.914 -0.124
C -0.497 1.624 2.262
N -1.364 1.592 1.073
C -1.014 1.717 -0.193
N -2.122 1.712 -0.935
C -3.149 1.636 -0.035
N -2.708 1.557 1.185
H 3.285 1.148 0.925
H 2.459 2.017 2.215
H 1.794 1.992 0.577
H 3.348 -1.114 1.685
H 2.148 -1.711 2.811
H 3.111 -0.269 3.201
H 2.007 -0.570 -0.315
H 0.287 -0.238 -0.100
H 0.979 -1.692 0.562
H 1.447 0.300 4.298
H -0.850 -0.524 4.094
H 0.219 -1.650 3.305
H -2.359 -0.586 2.048
H -2.246 -1.979 3.067
H -0.337 -3.756 2.289
H 0.232 -5.141 0.332
H -1.805 -2.391 -2.226
H -2.402 -1.016 -0.263
H 0.174 2.470 2.139
H -1.161 1.850 3.093
H -0.003 1.791 -0.547
H -4.194 1.619 -0.300

---

2.
76
Properties=species:S:1:pos:R:3 method="wB97M-V/def2-TZVPD" homo_lumo_gap_ev=9.6404 charge=0 smiles="CC[C@H](C)OC(=O)NCCCCl.Fc1ccccc1.Fc1ccccc1.Fc1ccccc1.Fc1ccccc1"
C 5.868 1.467 -0.456
C 4.404 1.046 -0.544
C 4.266 -0.431 -0.887
C 4.541 -0.711 -2.352
O 2.920 -0.862 -0.626
C 2.710 -1.500 0.550
O 3.463 -2.360 1.002
N 1.517 -1.139 1.206
C 0.900 0.115 0.779
C -0.226 -0.037 -0.266
C -0.132 0.988 -1.399
Cl -0.045 0.221 -3.011
H 6.333 0.961 0.385
H 5.916 2.531 -0.242
H 6.410 1.284 -1.377
H 3.844 1.659 -1.246
H 3.986 1.181 0.454
H 4.997 -0.966 -0.287
H 3.913 -0.081 -2.976
H 5.592 -0.603 -2.588
H 4.246 -1.739 -2.550
H 0.879 -1.920 1.137
H 0.473 0.568 1.671
H 1.635 0.810 0.402
H -1.160 0.162 0.247
H -0.278 -1.048 -0.654
H -0.985 1.654 -1.380
H 0.752 1.609 -1.309
F 3.578 0.730 5.547
C 2.708 -0.303 5.557
C 1.980 -0.551 6.704
C 1.084 -1.611 6.708
C 0.936 -2.404 5.578
C 1.681 -2.135 4.438
C 2.572 -1.074 4.422
H 2.117 0.076 7.575
H 0.502 -1.816 7.596
H 0.239 -3.232 5.586
H 1.573 -2.751 3.557
H 3.155 -0.847 3.541
F -0.892 4.420 -3.857
C 0.110 4.262 -4.749
C 0.480 5.335 -5.534
C 1.513 5.168 -6.445
C 2.151 3.941 -6.562
C 1.757 2.876 -5.762
C 0.730 3.032 -4.842
H -0.034 6.281 -5.431
H 1.821 5.999 -7.065
H 2.954 3.814 -7.275
H 2.250 1.917 -5.853
H 0.412 2.211 -4.204
F -2.418 -0.922 2.012
C -3.595 -0.325 2.316
C -4.637 -1.094 2.799
C -5.835 -0.471 3.112
C -5.982 0.897 2.932
C -4.924 1.649 2.443
C -3.718 1.037 2.136
H -4.513 -2.160 2.925
H -6.657 -1.059 3.496
H -6.921 1.377 3.174
H -5.036 2.714 2.299
H -2.877 1.609 1.764
F -5.591 -3.821 1.243
C -5.090 -3.554 0.016
C -4.043 -2.663 -0.102
C -3.532 -2.400 -1.365
C -4.075 -3.017 -2.483
C -5.131 -3.907 -2.338
C -5.644 -4.185 -1.079
H -3.640 -2.188 0.774
H -2.707 -1.708 -1.476
H -3.676 -2.805 -3.465
H -5.558 -4.388 -3.207
H -6.461 -4.880 -0.944

---

3.
15
Properties=species:S:1:pos:R:3 method="wB97M-V/def2-TZVPD" homo_lumo_gap_ev=9.2745 charge=0 smiles="C1=NS[C@H]2C[C@@H]2SC1"
C -1.045 -1.375 0.561
C -0.542 0.947 -0.536
C -0.033 2.280 -0.108
C 0.494 1.029 0.530
C 0.150 -1.842 -0.278
H -0.718 -1.131 1.571
H -1.756 -2.198 0.661
H -0.186 0.642 -1.509
H 0.556 2.838 -0.831
H -0.641 2.902 0.543
H 0.129 0.878 1.556
H -0.018 -2.783 -0.794
N 1.320 -1.369 -0.424
S -2.012 0.041 -0.086
S 1.965 0.097 0.133

---

4.
137
Properties=species:S:1:pos:R:3 method="wB97M-V/def2-TZVPD" homo_lumo_gap_ev="10.5724 / 6.6550" charge=0 spin_multiplicity=2
O -1.938 0.454 -0.149
C -0.888 0.358 -0.974
O -0.989 0.426 -2.205
O 0.225 0.072 -0.522
H -1.401 0.368 0.642
C 4.301 2.012 1.390
C 3.369 0.762 1.358
O 4.161 -0.400 1.308
P 4.801 -0.881 -0.117
O 3.814 -1.093 -1.212
O 5.976 0.210 -0.514
C 6.724 0.121 -1.751
C 7.585 1.380 -2.012
O 5.678 -2.219 0.311
C 5.082 -3.412 0.565
C 4.991 -4.255 -0.669
H 4.842 2.193 0.461
H 3.747 2.942 1.515
H 5.103 1.893 2.118
H 2.802 0.787 2.289
H 2.672 0.859 0.525
H 7.469 -0.674 -1.786
H 5.969 -0.115 -2.501
H 8.298 1.488 -1.194
H 8.244 1.226 -2.867
H 7.105 2.355 -2.098
H 5.713 -3.908 1.303
H 4.066 -3.278 0.935
H 5.949 -4.233 -1.188
H 4.673 -5.281 -0.481
H 4.322 -3.812 -1.406
C 2.465 4.603 -5.659
C 1.293 5.511 -5.170
O 1.002 5.205 -3.796
P 0.094 3.917 -3.413
O 0.712 2.560 -3.614
O -1.255 4.154 -4.276
C -2.121 3.086 -4.693
C -1.723 2.731 -6.170
O -0.390 4.177 -1.851
C 0.542 4.702 -0.878
C 0.840 3.594 0.214
H 3.276 4.541 -4.933
H 2.038 3.610 -5.796
H 2.767 4.928 -6.655
H 1.537 6.570 -5.088
H 0.417 5.428 -5.813
H -1.985 2.235 -4.025
H -3.101 3.560 -4.652
H -1.448 3.640 -6.704
H -0.900 2.017 -6.129
H -2.598 2.319 -6.671
H 1.489 4.901 -1.380
H 0.233 5.657 -0.454
H 0.014 3.307 0.867
H 1.044 2.644 -0.280
H 1.656 3.832 0.896
C -3.559 -3.652 -1.640
C -2.138 -3.071 -1.711
O -1.401 -4.141 -2.223
P 0.238 -4.062 -2.221
O 0.780 -2.730 -2.508
O 0.752 -5.275 -3.200
C 2.045 -5.269 -3.857
C 2.835 -6.518 -3.338
O 0.580 -4.524 -0.731
C 0.345 -5.865 -0.284
C -0.885 -5.947 0.601
H -3.735 -4.147 -0.685
H -4.346 -2.899 -1.590
H -3.787 -4.423 -2.376
H -2.124 -2.166 -2.318
H -1.737 -2.774 -0.742
H 1.905 -5.372 -4.933
H 2.579 -4.333 -3.694
H 3.812 -6.557 -3.821
H 3.094 -6.379 -2.288
H 2.318 -7.464 -3.499
H 0.318 -6.630 -1.060
H 1.209 -6.152 0.315
H -0.881 -5.096 1.283
H -1.752 -5.832 -0.048
H -1.069 -6.872 1.147
C 0.428 3.494 5.498
C 0.507 2.339 4.505
C -0.846 2.004 3.842
F -1.514 3.034 3.330
F -0.625 1.166 2.823
F 1.414 2.596 3.541
F 0.946 1.302 5.156
O -0.641 3.278 6.471
C -0.563 4.070 7.655
C -1.532 3.515 8.745
F -1.566 4.215 9.873
F -2.824 3.429 8.369
F 0.655 4.026 8.213
F -0.773 5.368 7.397
H 0.134 4.367 4.914
H 1.381 3.760 5.954
H -1.506 1.477 4.531
H -1.236 2.579 9.218
C -4.696 1.351 -0.477
C -4.521 2.772 -0.997
C -3.207 3.386 -0.439
F -2.991 4.715 -0.792
F -3.037 3.386 0.900
F -4.421 2.848 -2.344
F -5.539 3.511 -0.679
O -6.053 0.906 -0.584
C -6.425 -0.318 0.087
C -7.917 -0.591 -0.126
F -8.261 -0.512 -1.442
F -8.310 -1.791 0.234
F -5.631 -1.289 -0.398
F -6.147 -0.179 1.370
H -4.325 1.233 0.541
H -4.091 0.699 -1.107
H -2.384 2.831 -0.890
H -8.418 0.169 0.474
C -1.094 -2.211 2.235
C 0.019 -2.232 3.273
C 1.307 -1.618 2.711
F 2.175 -1.273 3.696
F 1.971 -2.267 1.771
F -0.430 -1.412 4.299
F 0.388 -3.425 3.769
O -2.220 -2.837 2.674
C -3.464 -2.204 2.365
C -4.622 -3.169 2.654
F -5.842 -2.674 2.535
F -4.643 -4.229 1.879
F -3.621 -1.075 3.081
F -3.487 -1.906 1.048
H -0.710 -2.736 1.361
H -1.367 -1.244 1.813
H 0.986 -0.668 2.283
H -4.571 -3.585 3.660